DFT (ωB97M-V/def2-TZVPD) results for a structure of composition C18H29N2O4P2S2Zr at a distorted geometry.

Atoms and positions in Å:
C: 0.949 -0.943 -4.311
C: 0.969 -0.674 -2.943
N: -0.163 -0.634 -2.201
C: -1.332 -0.933 -2.817
C: -1.403 -1.233 -4.176
C: -0.251 -1.224 -4.949
C: 2.348 -0.439 -2.347
P: 2.389 -0.399 -0.506
Zr: -0.135 0.012 0.181
P: -2.675 -0.068 -0.489
C: -2.642 -1.018 -2.058
O: 2.492 4.996 -4.796
O: -1.578 3.037 -2.729
H: 1.898 -0.943 -4.842
H: -2.382 -1.457 -4.594
H: -0.290 -1.436 -6.012
C: 3.378 -1.867 -0.101
C: 3.559 0.963 -0.190
H: -3.463 -0.634 -2.684
H: -2.873 -2.071 -1.813
H: 2.748 0.463 -2.697
H: 3.021 -1.259 -2.654
C: -3.836 -1.037 0.512
C: -3.544 1.446 -0.965
H: 0.444 1.948 -0.227
H: -1.173 3.815 -2.303
H: 3.000 4.518 -4.161
H: 2.190 4.325 -5.422
H: -0.483 -1.683 0.509
H: -2.154 3.432 -3.476
H: 4.426 -1.701 -0.385
H: 3.299 -2.071 0.975
H: 2.970 -2.727 -0.648
H: 4.562 0.694 -0.549
H: 3.189 1.860 -0.703
H: 3.580 1.149 0.892
H: -4.507 1.167 -1.413
H: -3.717 2.049 -0.065
H: -2.926 2.035 -1.671
H: -4.866 -0.742 0.274
H: -3.689 -2.103 0.299
H: -3.630 -0.851 1.573
O: 2.957 0.248 3.236
S: 1.845 -0.677 3.228
O: 2.065 -2.049 2.834
N: 0.607 -0.030 2.276
C: -0.462 0.407 2.988
S: -1.699 1.163 2.105
C: -0.398 0.034 4.377
C: -1.412 0.035 5.349
C: -1.172 -0.572 6.581
C: 0.071 -1.173 6.852
C: 1.085 -1.183 5.884
C: 0.831 -0.579 4.663
H: -2.364 0.502 5.098
H: -1.954 -0.591 7.341
H: 0.246 -1.647 7.817
H: 2.053 -1.649 6.054

## Properties
HOMO-LUMO gap	7.01	eV
energy relative to the best compared isomer or geometry (same formula, charge and spin)	0.0	kJ/mol
F_max	3.22	eV/Å
lowest unoccupied orbital energy	-3.741	eV
HOMO energy	-10.75	eV
net charge	+1

These are the Löwdin partial charges, in e, on atoms 1 to 8: -0.014, -0.290, 0.010, -0.300, -0.014, -0.015, -0.266, 0.758